# 1
A 11-piece molecular cluster, C14H50N14O11 overall in a non-equilibrium geometry, computed with ωB97M-V/def2-TZVPD.

Results
- highest occupied orbital energy (eV) = -9.29
- 2S+1 = 1
- ΔE to the lowest compared entry with this formula, charge and spin (kJ/mol) = 0.0
- SMILES = NC(N)=O.NC(N)=O.NC(N)=O.NC(N)=O.NC(N)=O.NC(N)=O.NC(N)=O.CCO.CCO.CCO.CO
- orbital gap (hartree) = 0.342

Positions of all 89 atoms, in Å:
N1 2.78 -4.75 3.28
C1 3.22 -5.55 2.39
N2 4.14 -5.08 1.67
O1 2.89 -6.71 2.26
H1 3.07 -3.78 3.31
H2 1.98 -5.24 3.64
H3 4.51 -5.58 0.87
H4 4.29 -4.09 1.84
N3 4.27 1.06 1.70
C2 5.05 0.12 2.09
N4 6.31 0.54 2.12
O2 4.70 -1.01 2.37
H5 4.64 1.95 1.40
H6 3.28 0.94 1.57
H7 7.04 -0.14 2.30
H8 6.34 1.54 2.04
N5 -2.69 3.32 -1.41
C3 -3.16 4.35 -2.09
N6 -3.70 5.18 -1.24
O3 -3.15 4.45 -3.29
H9 -2.44 3.43 -0.44
H10 -2.45 2.47 -1.91
H11 -4.25 5.90 -1.69
H12 -3.51 5.04 -0.26
N7 1.91 4.45 -3.42
C4 1.59 4.78 -2.20
N8 1.51 3.68 -1.57
O4 1.64 5.87 -1.75
H13 1.86 3.50 -3.78
H14 1.93 5.20 -4.10
H15 1.55 2.89 -2.20
H16 1.49 3.56 -0.57
N9 -2.83 -4.33 3.38
C5 -2.60 -5.09 2.36
N10 -3.35 -6.14 2.56
O5 -1.82 -4.80 1.46
H17 -3.50 -4.79 3.97
H18 -2.46 -3.39 3.40
H19 -3.43 -6.84 1.83
H20 -3.89 -6.12 3.41
N11 -0.42 -1.05 0.18
C6 -0.04 -0.46 1.29
N12 0.01 -1.25 2.32
O6 0.26 0.74 1.32
H21 -0.61 -0.45 -0.60
H22 -0.42 -2.05 0.05
H23 0.45 -0.88 3.15
H24 -0.09 -2.24 2.12
N13 -2.82 -4.25 -2.32
C7 -1.98 -5.09 -2.89
N14 -1.11 -4.35 -3.37
O7 -2.11 -6.30 -2.90
H25 -2.77 -3.28 -2.60
H26 -3.34 -4.49 -1.49
H27 -0.42 -4.81 -3.95
H28 -1.17 -3.35 -3.23
C8 -4.56 -0.07 -4.36
C9 -3.20 -0.06 -4.94
O8 -2.27 -0.38 -3.87
H29 -4.82 0.86 -3.84
H30 -4.84 -0.98 -3.82
H31 -5.34 -0.15 -5.12
H32 -2.97 0.83 -5.52
H33 -3.20 -0.91 -5.62
H34 -1.46 -0.01 -4.24
C10 -1.87 7.15 2.74
C11 -0.99 5.87 2.65
O9 -1.62 4.76 2.18
H35 -2.83 7.09 3.27
H36 -2.03 7.60 1.76
H37 -1.26 7.91 3.22
H38 -0.73 5.50 3.64
H39 -0.01 6.02 2.19
H40 -1.01 4.02 2.28
C12 2.95 -1.57 -3.04
C13 2.85 -1.08 -4.54
O10 1.94 0.02 -4.64
H41 2.02 -2.01 -2.68
H42 2.98 -0.65 -2.46
H43 3.84 -2.18 -2.90
H44 2.48 -1.97 -5.05
H45 3.81 -0.89 -5.01
H46 2.07 0.37 -5.52
C14 0.68 1.59 6.82
O11 0.13 0.43 6.38
H47 1.77 1.61 6.81
H48 0.57 2.34 6.04
H49 0.36 1.91 7.81
H50 0.37 -0.24 7.02



# 2
C25H49Ca2O13P as an isolated structure in a non-equilibrium geometry, computed with ωB97M-V/def2-TZVPD.

Results
- highest occupied orbital energy (eV) = -7.22
- 2S+1 = 1
- orbital gap (hartree) = 0.254

Positions of all 90 atoms, in Å:
Ca1 2.57 1.98 -0.96
Ca2 2.22 -1.11 -2.62
P1 4.32 0.85 -2.50
O1 2.92 1.09 -3.13
O2 5.21 0.29 -3.58
O3 3.66 0.01 -1.39
O4 4.60 2.28 -1.92
O5 -1.07 0.25 0.19
C1 0.01 0.88 -0.37
O6 0.72 0.29 -1.23
O7 0.38 1.96 0.13
H1 -1.26 1.03 0.76
C2 -5.59 0.65 1.07
C3 -6.24 -0.57 0.40
C4 -5.32 -1.72 0.75
O8 -4.78 -1.36 2.01
C5 -4.50 0.03 1.98
H2 -6.35 1.15 1.67
H3 -5.17 1.35 0.34
H4 -6.28 -0.40 -0.68
H5 -7.27 -0.74 0.72
H6 -4.46 -1.87 0.08
H7 -5.82 -2.69 0.76
H8 -3.46 0.14 1.66
H9 -4.46 0.49 2.97
C6 3.68 -0.36 2.70
C7 4.92 -0.10 1.87
C8 4.71 1.34 1.46
O9 3.32 1.38 1.14
C9 2.58 0.57 2.10
H10 3.87 -0.16 3.76
H11 3.31 -1.39 2.68
H12 4.92 -0.61 0.90
H13 5.89 -0.21 2.35
H14 5.38 1.76 0.72
H15 4.85 2.02 2.32
H16 1.88 0.05 1.46
H17 2.18 1.27 2.83
C10 2.91 6.40 0.35
C11 2.04 5.85 1.48
C12 2.34 4.33 1.48
O10 3.03 4.06 0.27
C13 3.81 5.20 0.00
H18 3.55 7.23 0.63
H19 2.29 6.54 -0.53
H20 0.99 6.00 1.23
H21 2.24 6.32 2.44
H22 1.56 3.64 1.80
H23 3.11 4.14 2.25
H24 4.14 5.27 -1.04
H25 4.82 5.17 0.43
C14 -1.44 -4.12 -1.23
C15 -0.73 -5.06 -2.22
C16 0.43 -4.24 -2.78
O11 0.42 -2.97 -2.11
C17 -0.91 -2.73 -1.61
H26 -0.97 -4.28 -0.25
H27 -2.52 -4.20 -1.14
H28 -1.42 -5.38 -2.99
H29 -0.39 -5.92 -1.65
H30 0.38 -4.18 -3.87
H31 1.36 -4.75 -2.53
H32 -1.55 -2.24 -2.35
H33 -0.73 -2.08 -0.76
C18 -0.73 -3.50 4.42
C19 -1.17 -2.34 3.53
C20 -0.24 -2.34 2.32
O12 0.77 -3.32 2.63
C21 0.73 -3.60 4.03
H34 -1.16 -4.42 4.00
H35 -0.93 -3.46 5.49
H36 -0.96 -1.46 4.15
H37 -2.21 -2.33 3.20
H38 0.25 -1.41 2.02
H39 -0.81 -2.68 1.45
H40 1.37 -2.90 4.58
H41 1.15 -4.60 4.16
C22 -2.63 0.39 -3.28
C23 -3.39 1.24 -4.30
C24 -2.20 1.74 -5.09
O13 -1.39 0.60 -5.32
C25 -1.49 -0.21 -4.14
H42 -3.22 -0.36 -2.76
H43 -2.17 1.09 -2.57
H44 -3.94 2.08 -3.90
H45 -4.03 0.55 -4.86
H46 -1.74 2.60 -4.57
H47 -2.44 2.18 -6.06
H48 -0.57 -0.08 -3.56
H49 -1.67 -1.27 -4.34



# 3
A 3-piece molecular cluster, C17H40IN5O2 overall in a non-equilibrium geometry, computed with ωB97M-V/def2-TZVPD.

Results
- highest occupied orbital energy (eV) = -7.44
- 2S+1 = 1
- orbital gap (hartree) = 0.247

Positions of all 65 atoms, in Å:
C1 5.16 1.92 2.92
C2 4.06 2.45 1.82
I1 5.04 3.51 0.12
C3 3.11 1.20 1.28
N1 1.63 1.61 1.39
C4 0.93 1.57 2.56
N2 1.72 1.07 3.80
N3 -0.53 1.91 2.76
C5 -1.01 3.02 1.85
O1 -2.08 2.73 1.07
O2 -0.43 4.36 1.72
H1 5.86 1.07 2.52
H2 4.59 1.57 3.90
H3 5.83 2.85 3.22
H4 3.34 3.24 2.34
H5 3.34 0.18 1.82
H6 3.37 1.07 0.14
H7 1.17 1.90 0.50
H8 1.01 1.00 4.59
H9 1.96 0.06 3.59
H10 -0.61 2.30 3.75
C6 4.67 -3.47 2.60
C7 3.34 -3.35 1.87
N4 3.45 -3.44 0.41
C8 2.22 -3.04 -0.29
C9 0.98 -3.90 -0.07
C10 4.11 -4.64 -0.11
C11 3.51 -5.99 0.26
H11 5.39 -2.73 2.23
H12 4.53 -3.29 3.67
H13 5.11 -4.46 2.49
H14 2.92 -2.36 2.13
H15 2.65 -4.09 2.27
H16 2.42 -2.98 -1.36
H17 1.98 -2.02 0.01
H18 1.04 -4.85 -0.61
H19 0.10 -3.37 -0.45
H20 0.79 -4.11 0.99
H21 5.15 -4.62 0.21
H22 4.17 -4.57 -1.21
H23 3.26 -6.06 1.32
H24 4.25 -6.78 0.05
H25 2.63 -6.22 -0.33
C12 -4.95 0.28 -4.40
C13 -4.62 1.06 -3.13
N5 -4.64 2.52 -3.32
C14 -4.05 3.25 -2.19
C15 -4.77 3.16 -0.85
C16 -5.87 3.09 -3.86
C17 -7.17 2.84 -3.09
H26 -4.28 0.55 -5.22
H27 -4.82 -0.80 -4.21
H28 -5.98 0.43 -4.72
H29 -3.61 0.76 -2.82
H30 -5.30 0.75 -2.34
H31 -3.95 4.31 -2.46
H32 -3.03 2.90 -2.05
H33 -5.68 3.76 -0.83
H34 -4.11 3.55 -0.06
H35 -5.02 2.13 -0.57
H36 -6.01 2.71 -4.88
H37 -5.75 4.17 -4.00
H38 -7.27 1.80 -2.77
H39 -8.02 3.06 -3.74
H40 -7.25 3.49 -2.22



# 4
A 2-piece molecular cluster, C4H7NS overall in a non-equilibrium geometry, computed with ωB97M-V/def2-TZVPD.

Results
- highest occupied orbital energy (eV) = -7.86
- 2S+1 = 1
- ΔE to the lowest compared entry with this formula, charge and spin (kJ/mol) = 720.4
- orbital gap (hartree) = 0.281

Positions of all 13 atoms, in Å:
C1 0.10 1.38 -0.21
C2 2.42 -1.72 -0.11
C3 0.09 -0.90 0.13
C4 -2.30 0.09 0.02
N1 1.22 -1.42 0.02
S1 -1.45 -1.53 -0.04
H1 0.27 1.96 0.83
H2 1.21 1.20 -0.59
H3 3.08 -1.57 -0.93
H4 2.85 -2.14 0.68
H5 -2.99 0.12 -0.82
H6 -1.56 0.94 -0.03
H7 -3.05 0.00 0.76



# 5
C4H12N2 as an isolated structure in a non-equilibrium geometry, computed with ωB97M-V/def2-TZVPD.

Results
- highest occupied orbital energy (alpha / beta) (eV) = -8.18 / -9.21
- 2S+1 = 1
- ΔE to the lowest compared entry with this formula, charge and spin (kJ/mol) = 482.5
- orbital gap (alpha / beta) (hartree) = 0.266 / 0.327

Positions of all 18 atoms, in Å:
C1 0.58 -0.81 1.14
C2 1.85 -0.37 -1.02
C3 0.55 -0.86 -0.40
N1 0.03 -2.04 -0.76
H1 0.60 -2.52 -1.46
H2 -0.31 -1.26 1.56
H3 0.43 0.28 1.30
H4 1.44 -1.34 1.56
H5 2.72 -0.83 -0.54
H6 1.89 -0.60 -2.09
H7 1.91 0.71 -0.92
C4 -2.24 1.46 0.27
N2 -0.83 1.61 0.02
H8 -0.42 2.06 0.84
H9 -0.30 0.22 -0.52
H10 -2.49 0.71 1.04
H11 -2.75 1.18 -0.66
H12 -2.67 2.41 0.62



# 6
One molecule with the formula C5H8N2S in a non-equilibrium geometry, computed with ωB97M-V/def2-TZVPD.

Results
- highest occupied orbital energy (eV) = -8.15
- 2S+1 = 1
- ΔE to the lowest compared entry with this formula, charge and spin (kJ/mol) = 196.4
- SMILES = N/C=C1\CCNC1=S
- orbital gap (hartree) = 0.316

Positions of all 16 atoms, in Å:
N1 -1.31 0.91 2.24
C1 -1.46 0.19 1.01
C2 -0.49 0.05 0.12
C3 1.06 0.09 0.32
C4 1.65 -0.32 -1.01
N2 0.51 -0.19 -1.98
C5 -0.74 -0.15 -1.34
S1 -2.21 -0.34 -2.02
H1 -0.31 0.51 2.55
H2 -1.85 0.15 2.97
H3 -2.46 -0.14 0.69
H4 1.31 1.12 0.58
H5 1.32 -0.41 1.26
H6 1.91 -1.48 -1.11
H7 2.48 0.28 -1.24
H8 0.59 -0.24 -3.03



# 7
C26H38N5S2Si2V as an isolated structure, computed with ωB97M-V/def2-TZVPD.

Results
- highest occupied orbital energy (alpha / beta) (eV) = -2.72 / -3.94
- 2S+1 = 4
- ΔE to the lowest compared entry with this formula, charge and spin (kJ/mol) = 0.0
- total charge = -1
- orbital gap (alpha / beta) (hartree) = 0.196 / 0.238

Positions of all 74 atoms, in Å:
V1 0.07 0.58 0.60
C1 -3.63 -0.57 2.52
C2 -3.49 0.00 3.82
C3 -2.34 0.66 4.14
C4 -1.30 0.78 3.18
N1 -1.47 0.26 1.91
C5 -2.61 -0.40 1.63
C6 -0.03 1.38 3.45
C7 0.26 2.14 4.61
C8 1.52 2.64 4.79
C9 2.50 2.42 3.80
C10 2.14 1.73 2.67
N2 0.91 1.21 2.48
H1 -4.51 -1.12 2.23
H2 -4.28 -0.11 4.55
H3 -2.21 1.08 5.12
H4 -2.65 -0.79 0.62
H5 -0.51 2.32 5.34
H6 1.75 3.21 5.67
H7 3.51 2.80 3.90
H8 2.83 1.56 1.85
C11 -2.59 2.82 -0.26
Si1 -2.40 1.49 -1.58
C12 -2.09 2.42 -3.20
C13 -4.06 0.60 -1.72
N3 -1.12 0.43 -1.15
C14 -0.77 -0.65 -1.91
C15 -1.27 -0.98 -3.17
C16 -0.80 -2.09 -3.88
C17 0.18 -2.90 -3.34
C18 0.69 -2.59 -2.08
C19 0.24 -1.50 -1.35
N4 0.72 -1.15 -0.07
Si2 1.30 -2.43 0.95
C20 3.05 -3.00 0.57
C21 1.33 -1.90 2.75
C22 0.13 -3.92 0.82
H9 -3.57 3.30 -0.38
H10 -1.82 3.58 -0.35
H11 -2.55 2.42 0.76
H12 -2.67 3.34 -3.22
H13 -2.35 1.85 -4.09
H14 -1.03 2.69 -3.28
H15 -4.78 1.21 -2.28
H16 -4.48 0.42 -0.73
H17 -3.97 -0.36 -2.23
H18 -2.03 -0.36 -3.63
H19 -1.22 -2.31 -4.86
H20 0.55 -3.76 -3.89
H21 1.47 -3.22 -1.66
H22 3.77 -2.23 0.86
H23 3.23 -3.22 -0.48
H24 3.27 -3.91 1.15
H25 2.05 -1.11 2.95
H26 1.63 -2.78 3.33
H27 0.36 -1.57 3.12
H28 0.53 -4.72 0.21
H29 -0.83 -3.62 0.38
H30 -0.07 -4.32 1.82
C23 0.80 2.48 -0.10
H31 0.35 3.20 0.60
H32 0.50 2.79 -1.11
H33 1.89 2.63 -0.02
S1 4.47 0.68 -0.31
C24 3.76 0.38 -1.78
N5 2.52 0.63 -2.16
C25 2.15 0.38 -3.55
C26 3.15 -0.66 -4.06
S2 4.66 -0.35 -3.11
H34 1.82 0.95 -1.49
H35 2.22 1.31 -4.12
H36 1.13 0.00 -3.59
H37 3.35 -0.53 -5.12
H38 2.78 -1.66 -3.87



# 8
C3H3N2O as an isolated structure in a non-equilibrium geometry, computed with ωB97M-V/def2-TZVPD.

Results
- highest occupied orbital energy (alpha / beta) (eV) = -16.51 / -18.06
- 2S+1 = 3
- ΔE to the lowest compared entry with this formula, charge and spin (kJ/mol) = 474.6
- total charge = +1
- orbital gap (alpha / beta) (hartree) = 0.358 / 0.293

Positions of all 9 atoms, in Å:
C1 0.15 1.05 0.98
C2 0.11 -0.06 0.10
C3 -0.78 -1.21 -0.26
N1 0.99 0.48 -0.69
N2 0.91 2.07 1.04
O1 1.58 1.87 -0.02
H1 -0.07 -1.85 -0.79
H2 -1.49 -0.94 -1.03
H3 -1.40 -1.41 0.66



# 9
One molecule with the formula C5H9NO in a non-equilibrium geometry, computed with ωB97M-V/def2-TZVPD.

Results
- highest occupied orbital energy (eV) = -8.15
- 2S+1 = 1
- ΔE to the lowest compared entry with this formula, charge and spin (kJ/mol) = 568.8
- SMILES = O[C@@]12CCN[C@H]1C2
- orbital gap (hartree) = 0.326

Positions of all 16 atoms, in Å:
O1 0.65 1.06 -1.04
C1 0.62 0.40 0.29
C2 -0.71 0.61 0.93
C3 -1.53 -0.07 -0.16
N1 -0.64 -1.00 -0.94
C4 0.51 -1.09 -0.09
C5 1.81 -0.40 0.21
H1 0.81 2.17 -0.92
H2 -0.89 0.37 2.04
H3 -1.10 1.66 0.77
H4 -2.08 0.47 -0.91
H5 -2.18 -0.85 0.36
H6 -0.44 -0.59 -1.83
H7 0.29 -1.78 0.67
H8 2.57 -0.05 -0.47
H9 2.30 -0.90 1.12



# 10
C4H6O as an isolated structure in a non-equilibrium geometry, computed with ωB97M-V/def2-TZVPD.

Results
- highest occupied orbital energy (eV) = -8.97
- 2S+1 = 1
- ΔE to the lowest compared entry with this formula, charge and spin (kJ/mol) = 391.8
- orbital gap (hartree) = 0.361

Positions of all 11 atoms, in Å:
O1 -0.44 -0.49 -2.66
C1 -0.33 -0.01 -1.60
C2 -0.14 -0.79 -0.01
C3 1.00 -0.10 0.70
C4 -0.44 0.18 0.97
H1 -0.63 1.45 -0.81
H2 -0.38 -1.85 -0.13
H3 1.66 -0.60 1.41
H4 1.51 0.66 0.09
H5 -1.07 0.23 1.86
H6 -0.75 1.31 0.18



# 11
C18H48F3O9Y as an isolated structure in a non-equilibrium geometry, computed with ωB97M-V/def2-TZVPD.

Results
- highest occupied orbital energy (eV) = -13.28
- 2S+1 = 1
- total charge = +2
- orbital gap (hartree) = 0.091

Positions of all 79 atoms, in Å:
Y1 -4.69 -2.24 1.65
C1 -1.78 -1.80 -0.43
O1 -1.10 -0.73 0.11
O2 -3.00 -1.88 0.28
C2 -2.04 -1.56 -1.94
F1 -2.93 -2.41 -2.45
F2 -2.41 -0.30 -2.14
F3 -0.86 -1.74 -2.54
C3 0.35 -0.78 0.08
C4 0.84 0.66 0.19
H1 1.92 0.70 0.02
H2 0.41 1.21 -0.65
H3 0.55 1.12 1.13
H4 0.74 -1.14 -0.88
H5 0.79 -1.44 0.83
H6 -1.27 -2.77 -0.36
C5 1.32 -0.64 -4.85
C6 1.44 0.44 -3.78
O3 2.58 0.21 -2.95
H7 0.46 -0.47 -5.51
H8 1.29 -1.63 -4.42
H9 2.15 -0.50 -5.55
H10 0.60 0.30 -3.09
H11 1.46 1.44 -4.22
H12 3.33 0.74 -3.25
C7 -1.99 -6.10 1.25
C8 -3.26 -5.30 1.12
O4 -3.20 -4.13 2.04
H13 -1.85 -6.50 2.25
H14 -1.17 -5.46 0.93
H15 -2.00 -6.95 0.56
H16 -4.17 -5.85 1.39
H17 -3.35 -4.91 0.10
H18 -2.97 -4.42 2.94
C9 -1.54 2.34 -4.86
C10 -1.38 1.91 -6.32
O5 -1.11 3.00 -7.18
H19 -0.59 2.75 -4.53
H20 -1.69 1.48 -4.21
H21 -2.34 3.08 -4.74
H22 -2.27 1.36 -6.65
H23 -0.52 1.25 -6.36
H24 -1.69 3.73 -6.97
C11 -0.41 3.12 3.10
C12 -1.24 4.40 3.29
O6 -0.79 5.16 4.37
H25 -0.17 2.69 4.08
H26 0.51 3.34 2.55
H27 -0.83 2.28 2.53
H28 -2.27 4.02 3.40
H29 -1.14 4.95 2.35
H30 -0.95 4.64 5.17
C13 1.27 -0.99 4.40
C14 1.93 -2.33 4.14
O7 2.80 -2.72 5.19
H31 2.04 -0.26 4.67
H32 0.55 -0.98 5.21
H33 0.74 -0.55 3.55
H34 2.53 -2.22 3.22
H35 1.20 -3.11 3.87
H36 3.71 -2.49 4.97
C15 -1.95 3.45 -0.61
C16 -2.89 2.35 -0.17
O8 -3.97 2.83 0.64
H37 -1.55 3.94 0.28
H38 -2.43 4.26 -1.16
H39 -1.09 3.13 -1.20
H40 -2.38 1.66 0.52
H41 -3.17 1.76 -1.04
H42 -3.81 2.71 1.58
C17 5.26 0.21 0.81
C18 5.61 -0.44 2.13
O9 6.79 0.17 2.63
H43 6.08 0.15 0.09
H44 4.89 1.23 0.95
H45 4.41 -0.26 0.31
H46 5.82 -1.50 1.96
H47 4.77 -0.35 2.83
H48 7.06 -0.32 3.41



Calculated total energy for the records above, in order: -2157.631236 -3656.917737 -1393.471504 -609.284093 -268.932566 -702.955218 -3606.925396 -300.230491 -325.720903 -231.074491 -1728.928128 Ha